Molecular formula: C18H29F9I2O7P
Method: DFT, the ωB97M-V functional and the def2-TZVPD basis

Last columns: bonded neighbours and bond lengths (Å).
Atoms and positions in Å:
1 C -0.36 -1.47 5.78  C2 1.542, H11 1.095, H12 1.093, H13 1.095
2 C -0.75 0.02 5.66  C1 1.542, C3 1.539, H14 1.095, H15 1.096
3 C -0.82 0.56 4.22  C2 1.539, O4 1.397, H16 1.103, H17 1.104
4 O 0.25 1.42 3.98  C3 1.397, P5 1.755
5 P 0.69 1.75 2.31  O4 1.755, C6 1.986, H18 1.451, H19 1.466, H20 1.434, H21 1.455
6 C 1.60 -0.02 2.25  P5 1.986, I7 2.130, C8 1.323
7 I 0.83 -1.20 0.64  C6 2.130
8 C 2.58 -0.57 2.94  C6 1.323, C9 1.508, I10 2.121
9 C 3.25 -1.92 2.77  C8 1.508, H22 1.091, H23 1.092, H24 1.096
10 I 3.37 0.47 4.60  C8 2.121
11 H -1.12 -2.06 6.31  C1 1.095
12 H 0.59 -1.60 6.30  C1 1.093
13 H -0.24 -1.93 4.79  C1 1.095
14 H 0.01 0.62 6.16  C2 1.095
15 H -1.69 0.21 6.18  C2 1.096
16 H -0.78 -0.29 3.51  C3 1.103
17 H -1.78 1.07 4.05  C3 1.104
18 H -0.51 1.09 1.83  P5 1.451
19 H 0.02 3.05 2.33  P5 1.466
20 H 1.90 2.31 2.83  P5 1.434
21 H 1.13 1.94 0.94  P5 1.455
22 H 4.27 -1.89 3.15  C9 1.091
23 H 3.27 -2.20 1.72  C9 1.092
24 H 2.71 -2.68 3.34  C9 1.096
25 C -1.71 -2.72 -1.79  C26 1.510, H34 1.089, H35 1.090, H36 1.090
26 C -1.89 -3.95 -2.66  C25 1.510, O27 1.451, H37 1.088, H38 1.088
27 O -2.01 -5.16 -1.86  C26 1.451, C28 1.317
28 C -3.21 -5.41 -1.38  O27 1.317, O29 1.195, C30 1.548
29 O -4.22 -4.79 -1.54  C28 1.195
30 C -3.18 -6.74 -0.58  C28 1.548, F31 1.333, F32 1.345, F33 1.329
31 F -2.13 -6.81 0.23  C30 1.333
32 F -3.11 -7.77 -1.44  C30 1.345
33 F -4.29 -6.88 0.14  C30 1.329
34 H -0.87 -2.83 -1.12  C25 1.089
35 H -1.55 -1.85 -2.43  C25 1.090
36 H -2.60 -2.54 -1.19  C25 1.090
37 H -1.01 -4.13 -3.27  C26 1.088
38 H -2.76 -3.87 -3.30  C26 1.088
39 C 6.49 4.07 1.63  C40 1.512, H48 1.091, H49 1.090, H50 1.089
40 C 5.43 4.90 2.33  C39 1.512, O41 1.446, H51 1.088, H52 1.090
41 O 4.62 5.64 1.39  C40 1.446, C42 1.332
42 C 3.65 4.92 0.83  O41 1.332, O43 1.188, C44 1.546
43 O 3.43 3.76 0.99  C42 1.188
44 C 2.77 5.83 -0.06  C42 1.546, F45 1.344, F46 1.339, F47 1.324
45 F 3.53 6.63 -0.83  C44 1.344
46 F 2.01 6.62 0.71  C44 1.339
47 F 1.99 5.12 -0.85  C44 1.324
48 H 7.11 4.71 0.99  C39 1.091
49 H 7.12 3.59 2.37  C39 1.090
50 H 6.03 3.30 1.02  C39 1.089
51 H 5.88 5.67 2.96  C40 1.088
52 H 4.78 4.28 2.95  C40 1.090
53 C -4.78 1.47 -5.21  C54 1.511, H62 1.090, H63 1.090, H64 1.089
54 C -3.29 1.30 -5.44  C53 1.511, O55 1.447, H65 1.087, H66 1.089
55 O -2.92 -0.09 -5.49  C54 1.447, C56 1.319
56 C -3.10 -0.71 -6.65  O55 1.319, O57 1.195, C58 1.548
57 O -3.52 -0.25 -7.67  C56 1.195
58 C -2.61 -2.17 -6.52  C56 1.548, F59 1.337, F60 1.339, F61 1.327
59 F -3.08 -2.73 -5.39  C58 1.337
60 F -1.28 -2.20 -6.48  C58 1.339
61 F -3.02 -2.90 -7.55  C58 1.327
62 H -5.08 0.94 -4.31  C53 1.090
63 H -5.01 2.52 -5.10  C53 1.090
64 H -5.35 1.07 -6.05  C53 1.089
65 H -2.71 1.70 -4.61  C54 1.087
66 H -2.96 1.79 -6.36  C54 1.089

## Properties
- HOMO level: -4.412 eV
- Charge: -1
- Multiplicity: 1
- Molar mass: 813.19 g/mol
- Lowest unoccupied orbital energy: 2.133 eV